The following is a DFT calculation (wB97M-V/def2-TZVPD) of a structure of composition C13H30FO11S3Tl at a distorted geometry.

Each line ends with the Mulliken charge.
Cartesian coordinates (Å):
Tl -1.940 2.400 3.416  0.9318
F -0.126 1.297 1.569  -0.5105
O 3.596 -0.083 3.818  -0.2979
C 3.596 -0.396 2.678  0.3040
O 3.609 -1.659 2.293  -0.2644
C 3.542 -1.811 0.891  0.2287
C 3.836 -0.467 0.261  -0.7012
C 3.570 0.548 1.421  0.6487
H 2.535 -2.166 0.631  -0.2202
H 4.193 -2.581 0.471  0.3268
H 3.217 -0.197 -0.589  0.3531
H 4.888 -0.298 0.031  0.2952
H 2.584 1.005 1.384  -0.2197
H 4.462 1.146 1.594  0.2224
O -4.287 0.031 -3.016  -0.5195
S -4.092 -0.049 -1.598  1.1466
O -5.108 0.251 -0.629  -0.5769
O -3.593 -1.550 -1.291  -0.1169
C -4.558 -2.589 -1.060  -0.3035
C -4.098 -3.945 -1.558  -1.0113
C -2.561 0.801 -1.133  -0.6610
H -5.474 -2.315 -1.595  0.5186
H -4.764 -2.625 0.019  0.2683
H -3.155 -3.999 -2.106  0.2239
H -4.863 -4.338 -2.230  0.3789
H -3.953 -4.686 -0.769  0.3186
H -1.883 0.462 -1.914  0.2524
H -2.431 0.580 -0.081  -0.0049
H -2.662 1.879 -1.241  0.5297
O -0.275 4.321 1.721  -0.4951
S 0.185 4.955 0.501  1.0816
O -0.096 6.341 0.283  -0.5479
O 1.761 4.823 0.463  -0.2962
C 2.425 3.613 0.898  0.0175
C 3.888 4.032 1.045  -1.3701
C -0.308 3.972 -0.967  -0.7741
H 2.224 2.764 0.246  0.3345
H 2.026 3.409 1.898  0.3010
H 4.355 3.943 0.060  0.3650
H 4.482 3.380 1.687  0.3476
H 3.999 5.057 1.381  0.4002
H -1.367 4.202 -1.015  0.4195
H 0.028 2.949 -0.836  0.0908
H 0.307 4.421 -1.745  0.4173
O -1.773 -4.155 0.932  -0.4991
S -0.715 -3.231 1.188  1.2136
O 0.124 -3.378 2.341  -0.5769
O 0.324 -3.277 -0.087  -0.3751
C -0.319 -3.162 -1.393  0.3618
C 0.368 -2.076 -2.181  -0.9801
C -1.366 -1.546 1.033  -0.7934
H -1.374 -2.913 -1.240  -0.3916
H -0.246 -4.145 -1.859  0.4886
H 1.378 -2.364 -2.471  0.3743
H 0.514 -1.152 -1.605  0.0174
H -0.249 -1.733 -3.013  0.3952
H -2.450 -1.576 1.050  0.4076
H -0.952 -1.121 0.125  0.0508
H -0.978 -0.997 1.896  0.4758

Output
HOMO   -0.5873 Ha
Relative energy (zero: lowest compared OMol25 entry of this formula, charge and spin)   34.7 kcal/mol
Charge   +2
Kohn-Sham gap   0.073 hartree


The following is a DFT calculation (wB97M-V/def2-TZVPD) of a structure of composition C13H30LuN4O7 at a distorted geometry.

Each line ends with the Mulliken charge.
Cartesian coordinates (Å):
O 2.789 -3.510 -2.760  -0.6034
H 3.094 -3.418 -1.824  0.2377
Lu 0.299 -0.600 0.144  0.4806
N 0.312 -0.325 -2.026  0.8377
N 2.055 0.663 -0.241  0.8276
N -1.569 -1.537 0.624  0.4871
N 0.061 -0.040 2.227  0.6097
O -0.635 -0.653 -2.810  -0.5667
O -2.424 -2.302 -0.215  -0.5173
O 1.022 0.605 3.025  -0.5004
O 2.794 1.086 0.721  -0.7668
C 2.500 0.451 -1.500  0.1939
C 1.561 -0.079 -2.457  0.3232
C -1.959 -1.288 1.900  0.1720
C -1.082 -0.525 2.767  0.7355
C 1.793 -0.384 -3.894  -1.4318
H 1.594 -1.458 -4.096  0.2544
H 2.825 -0.116 -4.164  0.4147
H 1.048 0.199 -4.474  0.3548
C 3.916 0.820 -1.789  -1.4106
H 4.606 0.242 -1.139  0.3167
H 4.058 1.888 -1.518  0.3300
H 4.127 0.645 -2.859  0.3739
C -3.326 -1.703 2.349  -1.5349
C -1.479 -0.198 4.176  -1.7140
H -3.680 -2.463 1.632  0.4728
H -4.045 -0.857 2.323  0.3200
H -3.301 -2.101 3.381  0.4151
H -0.832 0.626 4.532  0.4348
H -1.317 -1.082 4.824  0.4050
H -2.548 0.092 4.248  0.3937
H -1.988 -2.366 -1.120  0.3286
H 1.742 0.916 2.385  0.4614
C 1.639 -2.335 0.812  -1.1741
H 2.088 -3.191 0.237  0.3409
H 0.800 -2.572 1.504  0.2709
H 2.405 -1.705 1.301  0.2909
O -0.648 -4.242 -2.505  -0.6389
H 0.253 -4.347 -2.897  0.3552
H -0.414 -4.017 -1.564  0.3080
C -1.719 2.707 1.769  -1.0781
C -2.083 1.897 0.558  -0.4665
O -0.895 1.472 -0.192  -0.3306
C -0.112 2.603 -0.721  -0.1603
C -0.928 3.634 -1.449  -1.4477
H -0.988 2.172 2.376  0.2700
H -2.599 2.897 2.391  0.4347
H -1.287 3.655 1.453  0.3466
H -2.492 0.931 0.841  0.2456
H -2.763 2.430 -0.122  0.5114
H 0.469 3.015 0.110  0.3969
H 0.600 2.094 -1.367  0.2612
H -1.632 4.114 -0.773  0.3409
H -0.250 4.391 -1.849  0.4377
H -1.452 3.170 -2.284  0.3503

Output
HOMO (alpha / beta)   -0.3886 / -0.3898 Ha
Relative energy (zero: lowest compared OMol25 entry of this formula, charge and spin)   188.8 kcal/mol
Charge   +1
Kohn-Sham gap (alpha / beta)   0.125 / 0.126 hartree


The following is a DFT calculation (wB97M-V/def2-TZVPD) of a structure of composition C13H30N2O7Zn at a distorted geometry.

Each line ends with the Mulliken charge.
Cartesian coordinates (Å):
Zn 0.422 -0.924 -0.860  1.5225
C 0.268 -3.402 -0.993  0.7218
O 0.137 -4.598 -1.151  -0.8274
O -0.174 -2.722 -0.068  -0.7951
O 0.795 -2.684 -1.793  -0.7995
C -2.273 -1.258 -2.696  -1.1613
O -1.099 -0.580 -2.382  -0.0205
C -0.670 0.300 -3.392  -0.5143
C 0.761 0.505 -3.402  -1.0761
N 1.255 0.596 -2.058  -0.0427
C 2.707 0.732 -2.057  -0.8906
C 3.260 0.500 -0.683  -0.6032
O 2.597 -0.634 -0.127  0.0192
C 3.374 -1.428 0.765  -1.2503
H -2.433 -1.890 -1.823  0.3199
H -2.244 -1.971 -3.520  0.3943
H -3.169 -0.679 -2.921  0.3859
H -1.165 1.271 -3.433  0.3535
H -0.746 -0.252 -4.328  0.3603
H 1.002 1.405 -3.969  0.4243
H 1.317 -0.348 -3.791  0.4417
H 1.090 1.573 -1.859  0.2824
H 3.044 1.699 -2.430  0.3975
H 3.163 0.014 -2.739  0.4069
H 3.054 1.335 -0.013  0.2988
H 4.322 0.386 -0.899  0.4839
H 4.197 -1.929 0.255  0.3436
H 2.751 -2.251 1.113  0.3405
H 3.568 -0.935 1.717  0.4105
C -4.288 -0.557 2.280  -0.9040
O -3.015 0.000 2.119  -0.2977
C -2.672 0.230 0.704  -0.5887
C -1.419 1.201 0.580  -0.9375
N -0.038 0.557 0.525  0.1804
C 0.270 -0.171 1.787  -0.4683
C 0.197 0.629 3.061  -1.0519
O 0.846 1.889 2.757  -0.3644
C 0.660 2.844 3.760  -0.8465
H -5.241 -0.134 1.964  0.3310
H -4.418 -0.849 3.322  0.2835
H -4.331 -1.490 1.718  0.3553
H -3.524 0.537 0.098  0.5935
H -2.319 -0.664 0.190  0.1211
H -1.399 2.004 1.316  0.3570
H -1.575 1.656 -0.398  0.4896
H 0.425 1.443 0.670  0.3788
H 1.229 -0.690 1.762  0.2608
H -0.387 -1.038 1.860  0.3888
H 0.758 0.346 3.952  0.4393
H -0.778 0.876 3.482  0.4522
H 1.306 3.722 3.736  0.2547
H 0.914 2.557 4.780  0.3064
H -0.311 3.274 3.513  0.3400

Output
HOMO   -0.2143 Ha
Charge   0
Kohn-Sham gap   0.205 hartree


The following is a DFT calculation (wB97M-V/def2-TZVPD) of a cluster of 3 separate species, C13H30N4O5P in total.

Each line ends with the Mulliken charge.
Cartesian coordinates (Å):
N 1.960 -0.436 -1.070  -0.6477
C 1.737 -0.637 -2.294  -0.1296
C 2.249 0.355 -3.316  -1.1150
C 1.650 1.747 -3.089  0.6621
C 2.588 2.896 -3.437  -0.9474
C 1.960 4.273 -3.186  -0.7387
C 0.461 4.420 -3.485  -0.6542
N -0.342 3.142 -3.279  -0.0851
P -1.985 3.300 -3.980  0.8265
O -1.864 3.209 -5.414  -0.5433
O -2.811 2.169 -3.253  -0.4808
O -2.438 4.674 -3.360  -0.4764
C 0.367 1.948 -3.880  -0.8653
H 1.529 -1.181 -0.521  0.3433
H 1.168 -1.499 -2.651  0.5105
H 3.334 0.431 -3.208  0.3917
H 2.038 -0.009 -4.325  0.2860
H 1.391 1.820 -2.022  0.2358
H 2.878 2.800 -4.489  0.3629
H 3.504 2.800 -2.850  0.4255
H 2.162 4.602 -2.164  0.3748
H 2.462 4.992 -3.837  0.3288
H 0.258 4.755 -4.504  0.4533
H 0.019 5.152 -2.812  0.3901
H -0.408 2.990 -2.270  0.5101
H -2.583 1.943 -2.341  0.3670
H -3.210 4.623 -2.775  0.3776
H 0.579 2.228 -4.913  0.3662
H -0.308 1.092 -3.865  0.4468
C 0.993 -4.563 0.623  0.1173
O 1.144 -3.883 -0.380  -0.5570
N 0.861 -4.063 1.862  0.1646
C 0.691 -4.906 3.026  -0.7188
C 0.893 -2.621 2.011  -0.9851
H 0.955 -5.663 0.587  0.2413
H -0.257 -4.690 3.522  0.1482
H 1.502 -4.752 3.740  0.3294
H 0.692 -5.950 2.720  0.3046
H 0.086 -2.171 1.434  0.2778
H 1.847 -2.238 1.643  0.3306
H 0.769 -2.348 3.054  0.3750
C -2.203 -2.402 4.403  0.1079
O -1.963 -1.810 3.366  -0.6286
N -2.359 -1.812 5.600  0.0950
C -2.647 -2.568 6.803  -0.9200
C -2.239 -0.366 5.680  -0.9207
H -2.317 -3.499 4.446  0.3296
H -3.600 -2.260 7.235  0.3402
H -1.863 -2.424 7.548  0.3431
H -2.704 -3.627 6.559  0.3032
H -2.980 0.116 5.042  0.2903
H -1.251 -0.043 5.351  0.2696
H -2.395 -0.056 6.710  0.3872

Output
HOMO   -0.4054 Ha
Relative energy (zero: lowest compared OMol25 entry of this formula, charge and spin)   0.0 kcal/mol
Charge   +1
Kohn-Sham gap   0.280 hartree


DFT total energy: -76379.9290; -67863.2054; -79693.5316; -39450.5405 (eV)